Record 1
73
Properties=species:S:1:pos:R:3:forces:R:3 method="wB97M-V/def2-TZVPD" lumo_energy_ev="-0.29 / -0.19" homo_lumo_gap_ev="4.372 / 6.712" spin_multiplicity=2 total_energy_ev=-96054.1705
C 1.106586 0.415176 -4.900837 0.2 0.1 -0.1
C -0.052342 0.464173 -4.135057 -0.1 -0.3 0.5
C -0.043248 -0.029533 -2.815956 0.2 0.6 -1.2
C 1.174474 -0.390941 -2.227412 -1.0 0.0 -0.2
C 2.330398 -0.453012 -3.007090 -0.1 0.5 -1.0
C 2.298376 -0.051550 -4.349584 0.0 -0.3 0.1
C -1.357899 -0.109514 -2.089820 -0.5 0.2 0.0
C -2.499958 -0.783467 -2.900192 0.1 -0.1 0.3
N -2.387300 -2.185524 -3.197336 -0.7 -0.1 -0.2
Cu 1.372992 -0.561421 -0.327950 -0.6 0.1 0.6
C 3.623971 -0.949570 -2.399117 0.1 0.2 0.5
P 3.169655 -1.613444 -0.752090 1.3 -0.8 0.3
H -0.983910 0.872756 -4.542720 0.4 -0.2 -0.1
H 3.216299 -0.113285 -4.937708 -0.3 0.0 0.0
H 1.072010 0.735259 -5.938571 0.1 0.0 0.1
H 4.360303 -0.145472 -2.232712 -0.2 -0.1 -0.2
H 4.108450 -1.739114 -2.992834 -0.1 0.3 0.0
H -1.233720 -0.625141 -1.125147 0.0 0.1 -0.2
H -1.707971 0.910948 -1.856295 0.1 -0.2 0.0
H -3.431312 -0.683773 -2.319373 0.2 0.3 -0.2
C 4.636039 -1.439496 0.289618 0.7 -0.1 0.0
C 3.013869 -3.391400 -1.068889 0.0 -0.3 0.0
H -2.619258 -0.258441 -3.858421 -0.1 0.0 0.3
C -1.526062 -2.631040 -4.251761 0.4 -0.1 0.1
C -2.667614 -3.147140 -2.165961 0.4 0.1 -0.1
H 1.062380 0.489795 0.996687 0.7 -1.6 -0.8
H -1.819469 -3.652581 -4.539101 0.1 0.2 0.0
H -1.619737 -1.977235 -5.130369 0.1 -0.1 0.2
H -0.461123 -2.653841 -3.940170 -0.2 0.0 -0.3
H -3.187010 -4.015842 -2.599462 0.1 0.1 0.2
H -1.740417 -3.529587 -1.693740 -0.2 0.1 0.2
H -3.312567 -2.686374 -1.407758 0.2 -0.2 -0.1
H 3.695404 -3.732057 -1.860957 -0.2 0.0 0.3
H 3.225033 -3.913810 -0.126745 -0.1 -0.1 -0.3
H 1.974287 -3.580262 -1.365327 0.3 -0.1 0.0
H 5.568618 -1.443265 -0.291608 -0.1 -0.1 0.3
H 4.548998 -0.493011 0.839634 0.1 -0.3 -0.1
H 4.635617 -2.268807 1.009489 0.1 0.3 -0.1
H 0.642452 -0.228978 1.191740 1.7 -0.6 -1.1
C 2.792223 3.315110 4.606144 -0.1 -0.1 -0.1
C 2.818270 1.917994 4.543442 -0.2 0.0 -0.2
C 1.890318 1.239529 3.747889 0.1 0.4 0.0
C 0.922300 1.964122 3.018262 0.2 -0.1 -0.2
C 0.918265 3.366312 3.064185 0.5 0.2 0.3
C 1.846875 4.037095 3.866889 -0.1 -0.2 -0.2
Si -0.274653 1.029664 1.984321 -2.8 2.9 1.9
C -1.226819 -0.138295 3.032912 -0.1 -0.6 0.4
C -1.412107 -1.504000 2.752944 -0.3 0.3 0.3
C -2.216633 -2.281462 3.593848 0.0 0.0 0.0
C -2.832901 -1.704061 4.710198 0.1 0.1 -0.2
C -2.640192 -0.349180 4.998416 0.2 0.1 -0.2
C -1.825308 0.432638 4.173184 -0.3 -0.6 0.1
C -1.378959 2.014901 0.895115 -0.1 0.0 0.1
C -2.752261 1.700218 0.847003 -0.1 0.3 -0.3
C -3.626902 2.477437 0.083180 0.3 -0.2 0.1
C -3.140334 3.565262 -0.648853 0.1 0.0 0.0
C -1.770115 3.846262 -0.658775 0.1 -0.2 0.1
C -0.888979 3.063169 0.092397 -0.2 0.1 -0.1
H 3.522531 3.843528 5.221226 -0.2 -0.1 -0.2
H 3.565083 1.355544 5.107169 -0.2 0.2 -0.1
H 1.912199 0.148031 3.680896 0.0 0.3 0.1
H 0.188855 3.924095 2.469829 0.2 -0.1 0.3
H 1.835648 5.127541 3.903258 0.0 -0.3 0.0
H -0.936081 -1.949625 1.873167 -0.2 0.1 0.3
H -2.372325 -3.340666 3.373059 0.1 0.3 0.1
H -3.469322 -2.311875 5.358117 0.2 0.2 -0.2
H -3.123481 0.114652 5.858938 0.1 -0.2 -0.2
H -1.668096 1.489117 4.407714 0.0 -0.3 -0.1
H -3.126182 0.842772 1.414501 0.0 0.4 -0.1
H -4.689102 2.229103 0.065940 0.3 0.1 0.0
H -3.829089 4.183709 -1.225210 0.2 -0.2 0.1
H -1.385645 4.678370 -1.251860 -0.1 -0.3 0.1
H 0.187625 3.262809 0.061457 -0.4 0.0 0.0

---

Record 2
71
Properties=species:S:1:pos:R:3:forces:R:3 method="wB97M-V/def2-TZVPD" lumo_energy_ev="-6.71 / -8.45" e_above_lowest_kj_mol=0.00 homo_lumo_gap_ev="7.352 / 5.602" total_charge=+2 spin_multiplicity=8 total_energy_ev=-62870.2644
C -2.300983 -1.815402 -1.520652 0.1 -0.2 -0.5
H -3.297739 -2.254943 -1.396026 0.2 0.2 0.1
H -2.370058 -1.054738 -2.307382 -0.1 -0.1 0.0
H -2.037366 -1.309131 -0.585702 -0.4 -0.1 0.3
C -1.271468 -2.889529 -1.887351 -0.2 -0.2 0.2
H -0.278996 -2.428902 -1.976692 0.2 0.0 -0.1
H -1.199968 -3.620558 -1.071617 0.0 0.1 -0.1
C -1.616692 -3.613958 -3.192642 0.1 0.1 -0.1
H -0.870336 -4.377253 -3.437894 -0.1 0.2 0.1
H -2.592486 -4.108719 -3.119364 0.2 0.1 0.0
H -1.664943 -2.908649 -4.030869 0.0 -0.1 0.1
C 1.382091 1.512454 0.407076 3.0 3.5 0.3
C 1.976652 0.853506 -0.744804 0.8 1.6 -0.7
C 1.069492 1.007739 -1.791874 0.9 1.9 -1.2
C -0.012474 1.880654 -1.355767 1.0 1.6 -1.3
C 0.222219 2.268315 -0.037744 0.9 1.3 -0.7
C -0.526669 3.271482 0.771588 -0.3 -0.1 0.3
C -1.121000 2.340609 -2.243365 -0.3 -0.1 0.0
C 1.198668 0.470201 -3.178626 -0.1 -0.3 -0.1
C 3.306584 0.180340 -0.773630 0.0 -0.5 0.1
C 2.078532 1.724601 1.711373 0.1 0.0 0.3
Gd 0.000000 0.000000 0.000000 -5.6 -8.8 1.7
H -1.952441 2.751725 -1.672824 0.0 0.1 0.0
H -0.777695 3.117701 -2.930817 0.0 -0.1 0.1
H -1.517764 1.530002 -2.855518 0.0 0.0 -0.1
H -1.552265 3.388667 0.424540 0.0 0.0 -0.1
H -0.573985 2.990707 1.822603 0.0 0.0 0.1
H -0.049578 4.254127 0.718368 0.1 -0.1 -0.1
H 2.679388 0.861221 1.993505 0.0 0.1 0.0
H 2.747229 2.587043 1.651908 0.0 0.0 -0.1
H 1.373284 1.910189 2.520192 0.0 0.1 0.0
H 3.362051 -0.574000 -1.557411 0.0 0.0 -0.1
H 4.108034 0.901250 -0.956659 -0.1 0.1 0.0
H 3.528685 -0.319204 0.168238 0.1 0.0 0.1
H 0.246248 0.107122 -3.566723 -0.1 0.0 -0.1
H 1.548299 1.242176 -3.868824 0.0 0.0 0.1
H 1.904979 -0.356919 -3.227992 0.0 0.0 0.0
C -1.723352 -5.298093 4.145562 0.2 0.4 -0.1
C -2.455225 -4.673506 3.135374 0.3 0.4 0.1
C -2.068502 -3.415942 2.666465 0.2 -0.4 0.3
C -0.943207 -2.763491 3.199444 0.0 -1.1 -0.2
C -0.212352 -3.405030 4.224222 -0.4 -0.2 -0.4
C -0.606025 -4.663522 4.690445 -0.4 0.3 -0.4
P -0.484568 -1.162948 2.457523 -0.4 -2.4 0.7
C -1.993220 -0.274463 2.875183 0.3 1.1 0.7
C -2.647506 0.486565 1.898007 -0.3 0.1 1.0
C -3.820291 1.177940 2.215737 0.1 -0.1 0.1
C -4.341974 1.115045 3.510931 0.5 -0.2 -0.2
C -3.689754 0.362932 4.491686 0.3 -0.1 -0.4
C -2.516667 -0.328572 4.177469 -0.5 0.4 -0.1
C 1.099557 -0.926114 3.270750 0.2 1.3 1.1
C 1.193134 -0.058477 4.369760 0.6 -0.3 0.0
C 2.416564 0.118144 5.022162 -0.1 -0.3 -0.3
C 3.549466 -0.572913 4.583128 -0.4 0.0 -0.2
C 3.459553 -1.442402 3.491365 -0.4 0.2 0.1
C 2.236734 -1.621613 2.834132 0.0 0.4 0.2
H -2.019650 -6.275686 4.503277 0.0 0.0 0.0
H -3.318199 -5.167467 2.707914 0.0 0.0 0.0
H -2.640308 -2.955137 1.869862 -0.1 0.1 0.0
H 0.662694 -2.961879 4.672522 0.1 0.2 -0.1
H -0.037464 -5.151983 5.471376 0.0 0.1 0.0
H -2.254586 0.546996 0.892595 -0.2 0.1 -0.4
H -4.322921 1.764391 1.457830 0.0 0.0 0.0
H -5.249727 1.650645 3.755486 0.0 0.0 0.0
H -4.092548 0.315049 5.494978 0.0 0.0 0.0
H -2.021119 -0.905854 4.948309 0.0 -0.1 -0.1
H 0.321746 0.479572 4.720860 -0.1 0.0 0.0
H 2.485599 0.789351 5.868643 0.0 0.0 0.0
H 4.495659 -0.434952 5.090466 0.0 0.0 0.0
H 4.338466 -1.977393 3.154520 -0.1 0.0 0.0
H 2.175084 -2.298132 1.991587 0.0 -0.2 -0.1